# 1
# C2H8N2O2

2 unconnected molecules or ions with the total composition C2H8N2O2 (wB97M-V/def2-TZVPD, the OMol25 dataset).

Properties
Highest occupied orbital energy ... -0.350 hartree
Kohn-Sham gap ... 10.1 eV
Energy relative to the best compared isomer or geometry (same formula, charge and spin) ... 62.6 kcal per mole
Max |F| ... 8.27 eV/Å
SMILES ... O=CO.NCN
Net charge ... 0

Last column: natural (NBO) charge in e.
Geometry (Å):
N1 1.858800 -1.332219 0.220600  -0.832
C1 1.568149 -0.420154 -1.034681  -0.052
N2 0.124662 -0.325806 -1.218031  -0.859
H1 1.218051 -2.123283 0.244410  0.350
H2 1.502969 -0.651735 0.920820  0.347
H3 2.037641 -0.798446 -2.031898  0.156
H4 1.973382 0.631086 -0.830472  0.184
H5 -0.370586 -1.156289 -1.484339  0.359
H6 0.037631 0.295631 -2.039084  0.349
O1 -3.131315 0.302174 1.305077  -0.578
C2 -2.312331 1.304805 1.156381  0.638
O2 -0.989919 1.315063 1.490421  -0.678
H7 -2.655367 2.257230 1.120351  0.121
H8 -0.861767 0.701944 2.180444  0.495

Force components x, y, z for each atom (eV/Å):
N -0.211 2.885 -1.483
C 0.625 -1.756 0.130
N 0.039 2.077 -0.828
H -0.029 0.235 -0.316
H 0.344 -1.089 -0.091
H -0.153 0.261 2.035
H -0.499 -1.628 -0.123
H 0.347 -0.755 0.014
H -0.483 -0.242 0.611
O 4.555 4.790 -1.096
C -2.274 -7.338 3.050
O -1.482 1.310 -1.574
H -1.191 3.085 -1.378
H 0.412 -1.834 1.050

***

# 2
# C7H12O

A molecular structure, C7H12O (wB97M-V/def2-TZVPD, the OMol25 dataset).

Properties
Highest occupied orbital energy (spin up / spin down) ... -0.246 / -0.254 hartree
Kohn-Sham gap (spin up / spin down) ... 7.4 / 7.4 eV
Energy relative to the best compared isomer or geometry (same formula, charge and spin) ... 135.1 kcal per mole
Max |F| ... 6.37 eV/Å
Net charge ... 0

Last column: natural (NBO) charge in e.
Geometry (Å):
C1 -1.834234 0.491714 -0.266909  -0.035
C2 1.800150 0.920755 1.451899  -0.651
C3 1.400922 0.660273 -1.024247  -0.659
C4 -0.313267 -1.253439 0.131973  0.157
C5 0.901237 0.382046 0.366594  0.094
C6 -0.421087 0.045142 0.757673  -0.389
C7 -0.636430 -2.186039 -0.727281  -0.578
O1 -2.997568 -0.125426 0.106058  -0.699
H1 -2.956279 -1.057488 -0.151571  0.478
H2 -1.551434 0.376159 -1.314685  0.162
H3 -1.884086 1.533592 0.030410  0.177
H4 -0.705528 0.075835 1.805081  0.248
H5 2.000262 1.986783 1.303985  0.212
H6 1.361783 0.826218 2.446785  0.210
H7 2.384752 0.200951 -1.181088  0.222
H8 1.517631 1.732331 -1.205750  0.214
H9 0.752197 0.246639 -1.794806  0.220
H10 2.768609 0.407958 1.475229  0.218
H11 -1.389038 -2.085618 -1.515162  0.181
H12 -0.198593 -3.178388 -0.694188  0.218

Force components x, y, z for each atom (eV/Å):
C 2.361 1.932 2.037
C 0.145 -0.374 0.076
C -0.333 -0.488 0.023
C 0.317 -1.826 1.797
C 3.050 2.386 0.340
C -4.752 -1.815 -3.827
C -0.064 -0.071 -0.084
O -0.260 -0.749 0.115
H 0.011 0.155 0.124
H 0.074 -0.084 0.153
H -0.568 0.362 -0.540
H 0.065 -0.004 -0.066
H 0.063 0.075 -0.125
H -0.041 -0.107 -0.062
H -0.070 0.097 0.138
H -0.032 0.098 0.052
H -0.077 0.043 -0.010
H -0.018 0.114 -0.069
H -0.206 0.201 0.046
H 0.335 0.054 -0.117